# 1
The following is a quantum chemistry calculation of C6H10 in the gas phase, from the OMol25 dataset.

Computed properties:
Max |F|: 1.81 eV/A
E_tot: -234.54881 Eh
Lowest unoccupied orbital energy: 1.1034 eV
Gap between HOMO and LUMO: 10.6 eV
Relative energy (zero: lowest compared OMol25 entry of this formula, charge and spin): 33.7 kcal per mole
HOMO energy: -9.5 eV

Positions of all 16 atoms, in Å:
C1 -0.8257 -0.8387 2.3286
C2 -0.9064 -0.6406 1.0076
C3 0.2474 -0.9605 0.0850
C4 0.3870 0.1387 -0.9981
C5 -0.1139 0.0550 -2.2248
C6 0.9237 1.4266 -0.4353
H1 -0.0540 -1.5409 2.6344
H2 -1.6336 -0.5455 2.9817
H3 -1.6901 0.0308 0.6720
H4 1.1627 -0.9470 0.6754
H5 0.2235 -1.8725 -0.5084
H6 -0.2114 0.9786 -2.7820
H7 -0.6836 -0.8237 -2.5024
H8 0.6885 1.6563 0.6059
H9 1.9936 1.6376 -0.5154
H10 0.4924 2.2458 -1.0242

***

# 2
The following is a quantum chemistry calculation of 3 unconnected molecules or ions with the total composition C6H10, from the OMol25 dataset.

Computed properties:
Max |F|: 0.44 eV/A
E_tot: -234.39333 Eh
Lowest unoccupied orbital energy: 1.0690 eV
Gap between HOMO and LUMO: 9.8 eV
Relative energy (zero: lowest compared OMol25 entry of this formula, charge and spin): 131.3 kcal per mole
HOMO energy: -8.7 eV

Positions of all 16 atoms, in Å:
C1 2.5557 0.2645 -0.4334
C2 1.6217 0.1467 0.5682
C3 0.4009 -0.1584 0.6145
C4 -0.9897 -0.4843 0.7272
C5 -0.6001 -0.5254 -0.7654
C6 -1.9693 0.5796 1.1873
H1 2.8811 1.2567 -0.7470
H2 3.3195 -0.5070 -0.5355
H3 1.6441 -0.0960 -1.5672
H4 -1.1934 -1.4735 1.1443
H5 -1.0825 0.2612 -1.3439
H6 -0.6926 -1.5133 -1.2115
H7 0.7526 -0.3075 -1.5518
H8 -1.7433 1.5381 0.7093
H9 -2.9975 0.2991 0.9334
H10 -1.9072 0.7195 2.2717

***

# 3
The following is a quantum chemistry calculation of C6H10 in the gas phase, from the OMol25 dataset.

Computed properties:
Max |F|: 1.43 eV/A
E_tot: -234.47490 Eh
Lowest unoccupied orbital energy: 0.9237 eV
Gap between HOMO and LUMO: 10.2 eV
Relative energy (zero: lowest compared OMol25 entry of this formula, charge and spin): 80.1 kcal per mole
HOMO energy: -9.3 eV

Positions of all 16 atoms, in Å:
C1 0.6482 0.6656 2.5666
C2 -0.3767 0.4806 1.5640
C3 -1.2134 0.2267 0.6840
C4 -0.2817 0.8133 -0.4941
C5 0.3731 -0.3195 -1.2875
C6 -0.6282 -1.3565 -1.7693
H1 0.9892 1.7007 2.6428
H2 0.1602 0.3999 3.5066
H3 1.4799 -0.0165 2.3786
H4 0.5048 1.5674 -0.2551
H5 -1.0346 1.3558 -1.0453
H6 0.8871 0.1233 -2.1470
H7 1.1409 -0.8170 -0.6779
H8 -1.1382 -1.8076 -0.9159
H9 -0.1308 -2.1418 -2.3505
H10 -1.3798 -0.8743 -2.4001

***

# 4
The following is a quantum chemistry calculation of C6H10 in the gas phase, from the OMol25 dataset.

Computed properties:
Max |F|: 0.90 eV/A
E_tot: -234.59068 Eh
Lowest unoccupied orbital energy: 1.2318 eV
Gap between HOMO and LUMO: 10.2 eV
Relative energy (zero: lowest compared OMol25 entry of this formula, charge and spin): 7.4 kcal per mole
HOMO energy: -9.0 eV

Positions of all 16 atoms, in Å:
C1 -1.3978 -1.4555 -0.5351
C2 -0.1117 -0.5515 -0.5355
C3 0.7169 -0.7639 0.7290
C4 1.2281 0.3625 1.2161
C5 0.8070 1.5802 0.4379
C6 -0.2081 0.9907 -0.6126
H1 -1.9259 -1.4534 0.4274
H2 -1.1487 -2.5169 -0.7312
H3 -2.1055 -1.1718 -1.3192
H4 0.4672 -0.8708 -1.4139
H5 0.8629 -1.7384 1.1939
H6 1.9309 0.4154 2.0397
H7 0.3311 2.3415 1.0774
H8 1.6862 2.0822 -0.0004
H9 0.0728 1.3822 -1.5999
H10 -1.2055 1.3676 -0.3736

***

# 5
The following is a quantum chemistry calculation of C6H10 in the gas phase, from the OMol25 dataset.

Computed properties:
Max |F|: 0.47 eV/A
E_tot: -234.42172 Eh
Lowest unoccupied orbital energy: -0.1006 eV
Gap between HOMO and LUMO: 7.7 eV
Relative energy (zero: lowest compared OMol25 entry of this formula, charge and spin): 113.5 kcal per mole
HOMO energy: -7.8 eV

Positions of all 16 atoms, in Å:
C1 2.2373 0.4698 -0.5245
C2 0.8145 -0.0792 -0.5612
C3 0.2379 -0.3090 0.8445
C4 -1.1845 -0.7831 0.8474
C5 -2.2173 -0.0078 0.3458
C6 -2.8472 1.1094 0.0969
H1 2.2768 1.4207 0.0193
H2 2.6173 0.6473 -1.5358
H3 2.9211 -0.2281 -0.0273
H4 0.1553 0.6195 -1.0907
H5 0.7902 -1.0232 -1.1211
H6 0.8669 -1.0225 1.3901
H7 0.2578 0.6495 1.3866
H8 -2.2847 -0.9635 -0.3260
H9 -1.4020 -1.8038 1.1580
H10 -3.2395 1.3042 -0.9020

***

# 6
The following is a quantum chemistry calculation of C6H10 in the gas phase, from the OMol25 dataset.

Computed properties:
Max |F|: 0.44 eV/A
E_tot: -234.45512 Eh
Lowest unoccupied orbital energy (alpha / beta): -0.5434 / -0.5435 eV
Gap between HOMO and LUMO (alpha / beta): 7.5 / 7.5 eV
Relative energy (zero: lowest compared OMol25 entry of this formula, charge and spin): 92.5 kcal per mole
HOMO energy (alpha / beta): -8.1 / -8.1 eV

Positions of all 16 atoms, in Å:
C1 2.1843 0.8552 -0.1083
C2 1.0455 0.3680 0.7893
C3 -0.7653 -0.8948 -0.3453
C4 -2.1640 -1.3786 -0.5316
C5 -0.3599 0.2894 0.2035
C6 -1.3340 1.3233 0.1057
H1 2.2559 0.2739 -1.0343
H2 2.0764 1.9112 -0.3755
H3 3.1375 0.7454 0.4217
H4 1.2976 -0.6335 1.1624
H5 0.9957 1.0110 1.6768
H6 0.0193 -1.6091 -0.6113
H7 -2.5174 -1.6932 0.4603
H8 -2.8510 -0.6028 -0.8619
H9 -2.2189 -2.2559 -1.1802
H10 -0.8016 2.2904 0.2287

***

> Which value of E_tot does entry 3 give?

-234.47490 Eh

***

> Look up the E_tot of the third one.

-234.47490 Eh